[1]
{
  "formula": "C58H49N2O4P2S2Sn",
  "method": "wB97M-V/def2-TZVPD",
  "elements": ["Sn", "O", "S", "C", "C", "C", "C", "C", "C", "C", "C", "C", "C", "P", "C", "C", "C", "C", "C", "C", "C", "C", "C", "C", "C", "C", "C", "C", "C", "C", "C", "C", "C", "C", "C", "C", "C", "C", "P", "C", "C", "C", "C", "C", "C", "C", "C", "C", "C", "C", "C", "C", "C", "H", "H", "H", "H", "H", "H", "H", "H", "H", "H", "H", "H", "H", "H", "H", "H", "H", "H", "H", "H", "H", "H", "H", "H", "H", "H", "H", "H", "H", "H", "H", "H", "H", "H", "H", "H", "C", "N", "C", "C", "N", "H", "H", "H", "H", "H", "H", "C", "C", "C", "C", "C", "C", "C", "S", "O", "O", "O", "H", "H", "H", "H", "H", "H", "H"],
  "xyz": [[0.037, 0.588, -2.467], [1.164, 1.207, 0.923], [-0.186, 0.886, 0.372], [1.232, -1.492, 2.170], [1.222, -1.908, 3.638], [2.332, -2.583, 4.254], [3.449, -2.872, 3.541], [4.700, -3.561, 4.037], [5.714, -3.371, 2.890], [4.971, -2.503, 1.908], [5.477, -1.682, 0.958], [4.601, -0.815, 0.223], [3.255, -0.796, 0.283], [2.607, 0.020, -1.303], [3.892, 1.240, -1.742], [3.825, 2.465, -1.070], [4.751, 3.462, -1.336], [5.739, 3.251, -2.289], [5.808, 2.039, -2.964], [4.894, 1.030, -2.691], [2.870, -1.265, -2.591], [2.547, -0.872, -3.897], [2.585, -1.778, -4.947], [2.941, -3.098, -4.706], [3.304, -3.487, -3.426], [3.274, -2.578, -2.375], [2.530, -1.783, 1.313], [3.608, -2.395, 2.228], [-1.343, 1.101, 1.480], [-0.833, 1.461, 2.850], [-1.889, 2.080, 3.730], [-3.176, 1.885, 3.484], [-4.412, 2.272, 4.265], [-5.586, 1.563, 3.541], [-4.985, 1.047, 2.256], [-5.585, 0.515, 1.133], [-4.787, 0.223, 0.030], [-3.403, 0.396, 0.022], [-2.606, 0.072, -1.601], [-2.675, -1.727, -1.856], [-3.312, -2.611, -0.989], [-3.300, -3.975, -1.254], [-2.648, -4.466, -2.374], [-2.023, -3.590, -3.253], [-2.037, -2.230, -2.995], [-3.765, 0.750, -2.821], [-3.736, 2.133, -3.024], [-4.603, 2.721, -3.929], [-5.493, 1.930, -4.646], [-5.510, 0.554, -4.462], [-4.647, -0.042, -3.552], [-2.768, 0.876, 1.199], [-3.606, 1.208, 2.265], [0.282, -2.332, 3.966], [2.233, -2.914, 5.284], [4.497, -4.611, 4.248], [5.051, -3.108, 4.964], [5.994, -4.315, 2.421], [6.635, -2.894, 3.221], [6.541, -1.660, 0.750], [5.088, -0.198, -0.517], [3.051, 2.617, -0.322], [4.709, 4.402, -0.801], [6.458, 4.031, -2.506], [6.584, 1.872, -3.700], [4.976, 0.085, -3.209], [2.373, 0.174, -4.121], [2.354, -1.448, -5.951], [2.959, -3.813, -5.519], [3.618, -4.507, -3.239], [3.582, -2.908, -1.393], [0.001, 2.158, 2.717], [-1.538, 2.611, 4.610], [-4.544, 3.355, 4.250], [-4.338, 1.980, 5.312], [-6.424, 2.231, 3.347], [-5.979, 0.737, 4.137], [-6.656, 0.357, 1.082], [-5.269, -0.130, -0.873], [-3.845, -2.239, -0.123], [-3.805, -4.658, -0.582], [-2.631, -5.531, -2.568], [-1.532, -3.967, -4.141], [-1.593, -1.551, -3.716], [-3.032, 2.741, -2.463], [-4.588, 3.792, -4.086], [-6.170, 2.387, -5.356], [-6.197, -0.060, -5.030], [-4.663, -1.116, -3.416], [-0.973, 6.147, -1.507], [0.199, 5.312, -1.828], [1.549, 5.900, -1.766], [0.066, 4.026, -1.928], [-0.076, 2.878, -2.033], [-0.803, 7.140, -1.913], [-1.119, 6.221, -0.430], [-1.864, 5.728, -1.968], [1.490, 6.923, -2.127], [2.227, 5.340, -2.407], [1.929, 5.904, -0.744], [-1.940, -0.678, 5.367], [-1.371, -0.757, 3.981], [-1.845, -1.666, 3.115], [-1.257, -2.107, 1.851], [0.022, -2.014, 1.478], [1.087, -0.446, 3.234], [-0.240, 0.230, 3.674], [0.552, -2.698, -0.024], [2.080, -2.886, 0.446], [0.036, -3.959, -0.401], [0.504, -1.612, -0.983], [-2.854, -1.264, 5.461], [-2.141, 0.348, 5.671], [-1.207, -1.080, 6.077], [-2.722, -2.232, 3.413], [-1.914, -2.645, 1.171], [1.962, 0.178, 3.388], [0.025, 0.703, 4.622]],
  "lowdin_charge": [1.15, -0.53, 0.85, -0.20, -0.10, 0.15, -0.11, -0.07, -0.07, -0.13, 0.11, -0.05, -0.13, 1.01, -0.39, -0.10, -0.07, -0.05, -0.04, -0.08, -0.40, -0.19, -0.05, -0.05, -0.04, -0.08, -0.17, 0.07, -0.32, -0.21, 0.00, -0.16, -0.08, -0.08, -0.13, 0.04, -0.06, -0.26, 0.97, -0.39, -0.10, -0.05, -0.05, -0.05, -0.13, -0.38, -0.10, -0.06, -0.04, -0.04, -0.07, -0.14, -0.08, 0.16, 0.16, 0.14, 0.14, 0.14, 0.14, 0.15, 0.10, 0.09, 0.11, 0.12, 0.12, 0.11, 0.07, 0.12, 0.12, 0.12, 0.10, 0.15, 0.14, 0.13, 0.12, 0.13, 0.13, 0.14, 0.11, 0.10, 0.12, 0.12, 0.12, 0.08, 0.09, 0.11, 0.12, 0.12, 0.11, 0.01, -0.16, 0.00, -0.22, 0.03, 0.10, 0.10, 0.10, 0.10, 0.09, 0.10, -0.01, -0.23, -0.02, 0.00, -0.22, -0.04, -0.12, 0.69, -0.15, -0.16, -0.47, 0.10, 0.08, 0.11, 0.13, 0.11, 0.17, 0.15],
  "total_charge": 3,
  "homo_lumo_gap_ev": [4.868, 4.861],
  "max_force_ev_per_a": 0.93,
  "lumo_energy_ev": [-9.9, -9.9],
  "energy_ev": -118163.0244
}

***

[2]
{
  "formula": "C25H22I2MoN4O3STe4",
  "method": "wB97M-V/def2-TZVPD",
  "elements": ["Mo", "I", "C", "C", "C", "I", "C", "O", "C", "C", "N", "C", "C", "C", "C", "C", "C", "N", "C", "H", "H", "H", "H", "H", "H", "H", "H", "H", "H", "H", "Te", "Te", "Te", "Te", "C", "C", "C", "C", "C", "C", "C", "S", "O", "O", "N", "C", "C", "C", "C", "C", "N", "H", "H", "H", "H", "H", "H", "H", "H", "H", "H", "H"],
  "xyz": [[0.093, 0.245, -0.059], [-3.737, -3.403, 5.859], [-2.464, -2.332, 4.555], [-1.200, -1.950, 4.964], [-0.400, -1.206, 4.121], [1.504, -0.645, 4.857], [-0.823, -0.817, 2.830], [-0.079, -0.097, 2.054], [-2.115, -1.253, 2.442], [-2.666, -0.851, 1.101], [-1.766, -1.208, -0.002], [-1.321, -2.600, 0.030], [0.179, -2.710, 0.036], [0.734, -3.964, 0.205], [2.099, -4.146, 0.049], [2.840, -3.048, -0.370], [2.223, -1.824, -0.476], [0.919, -1.605, -0.201], [-2.911, -1.996, 3.292], [-0.818, -2.235, 5.931], [-3.654, -1.320, 0.968], [-2.814, 0.240, 1.080], [-2.256, -1.058, -0.888], [-1.730, -3.115, 0.911], [-1.688, -3.120, -0.870], [0.082, -4.792, 0.436], [2.552, -5.110, 0.214], [3.894, -3.130, -0.582], [2.800, -0.971, -0.814], [-3.888, -2.308, 2.954], [2.500, 0.658, 1.670], [4.623, 1.306, 0.097], [3.190, 2.804, -1.676], [0.691, 2.718, -0.805], [-0.297, 2.704, -8.167], [-0.333, 1.800, -6.974], [-1.126, 0.656, -6.955], [-1.180, -0.158, -5.834], [-0.425, 0.167, -4.724], [0.399, 1.278, -4.736], [0.443, 2.090, -5.854], [-0.511, -0.782, -3.216], [-1.721, -1.568, -3.153], [0.730, -1.468, -3.000], [-0.580, 0.354, -2.037], [-1.698, 1.076, -1.840], [-2.730, 1.266, -2.766], [-3.789, 2.080, -2.421], [-3.787, 2.709, -1.178], [-2.729, 2.483, -0.320], [-1.711, 1.669, -0.624], [-1.176, 2.573, -8.789], [0.581, 2.486, -8.772], [-0.236, 3.747, -7.867], [-1.715, 0.402, -7.826], [-1.816, -1.032, -5.802], [0.990, 1.510, -3.859], [1.084, 2.960, -5.857], [-2.677, 0.761, -3.716], [-4.602, 2.228, -3.116], [-4.600, 3.351, -0.883], [-2.657, 2.974, 0.644]],
  "lowdin_charge": [1.17, 0.82, -0.72, -0.24, -0.59, 0.87, -0.43, -0.46, -0.18, -0.13, -0.10, -0.11, -0.23, 0.00, -0.02, -0.03, -0.21, -0.12, -0.13, 0.08, 0.13, 0.11, 0.10, 0.14, 0.14, 0.12, 0.11, 0.12, 0.03, 0.10, 0.25, -0.01, -0.04, 0.36, -0.04, -0.26, -0.03, -0.06, -0.29, -0.05, -0.01, 0.63, -0.30, -0.28, -0.35, -0.54, 0.01, -0.03, -0.06, -0.15, -0.19, 0.08, 0.09, 0.08, 0.11, 0.12, 0.06, 0.12, 0.10, 0.11, 0.10, 0.13],
  "homo_lumo_gap_ev": [5.579, 5.453],
  "spin_multiplicity": 3,
  "de_lowest_ev": 1.3713,
  "max_force_ev_per_a": 2.90,
  "lumo_energy_ev": [-0.8, -0.9],
  "energy_ev": -96451.4170
}